## one
{"formula": "C3H6O3", "method": "ωB97M-V/def2-TZVPD", "mol_weight_g_mol": 90.08, "gap_ev": 11.40, "smiles": "COC(=O)CO", "species": ["C", "O", "C", "O", "C", "O", "H", "H", "H", "H", "H", "H"], "xyz": [[2.05, -0.37, 0.09], [0.68, -0.65, 0.37], [-0.21, 0.22, -0.11], [0.05, 1.22, -0.74], [-1.64, -0.20, 0.20], [-2.53, 0.82, -0.13], [2.30, -0.72, -0.92], [2.25, 0.70, 0.16], [2.62, -0.92, 0.83], [-1.84, -1.12, -0.37], [-1.70, -0.45, 1.26], [-2.03, 1.47, -0.64]], "lowdin_charge": [-0.0353, -0.0270, -0.4793, 0.1097, -0.1720, -0.0385, 0.0994, 0.0933, 0.0945, 0.1364, 0.1344, 0.0844]}


## two
{"formula": "C3H6O3", "method": "ωB97M-V/def2-TZVPD", "mol_weight_g_mol": 90.08, "gap_ev": 11.20, "smiles": "COC(=O)CO", "species": ["C", "O", "C", "O", "C", "O", "H", "H", "H", "H", "H", "H"], "xyz": [[-0.14, 0.68, -1.64], [-0.33, 1.31, -0.37], [-0.66, 0.23, 0.42], [-1.77, -0.19, 0.54], [0.59, -0.29, 1.10], [0.61, -1.66, 1.36], [-0.13, -0.40, -1.46], [-1.00, 0.91, -2.28], [0.82, 0.97, -2.09], [1.44, -0.06, 0.46], [0.69, 0.34, 2.00], [-0.11, -1.86, 1.97]], "lowdin_charge": [-0.0590, -0.0716, -0.5013, 0.1592, -0.1836, -0.0239, 0.1017, 0.1011, 0.0993, 0.1345, 0.1435, 0.1001]}


## three
{"formula": "C3H6O3", "method": "ωB97M-V/def2-TZVPD", "mol_weight_g_mol": 90.08, "gap_ev": 10.11, "species": ["C", "C", "O", "H", "H", "H", "H", "C", "O", "O", "H", "H"], "xyz": [[-1.40, -1.05, -0.12], [-0.68, 0.22, -0.40], [-1.08, 1.13, -1.06], [0.43, 1.86, 0.38], [-1.79, -1.49, -1.03], [-0.79, -1.85, 0.31], [-2.20, -0.86, 0.59], [0.88, 0.22, 0.34], [1.76, 0.22, -0.69], [1.06, -0.41, 1.37], [2.61, -0.15, -0.38], [1.20, 2.14, 0.70]], "lowdin_charge": [-0.0053, -0.3319, 0.1036, 0.1229, 0.0939, 0.0842, 0.1006, -0.5942, 0.0638, 0.0586, 0.1298, 0.1739]}


## four
{"formula": "C3H6O3", "method": "ωB97M-V/def2-TZVPD", "mol_weight_g_mol": 90.08, "gap_ev": [8.43, 7.67], "species": ["O", "C", "C", "O", "C", "O", "H", "H", "H", "H", "H", "H"], "xyz": [[-0.87, -1.91, -0.40], [0.30, -1.28, -0.44], [0.18, 0.43, 1.41], [0.45, 1.62, 0.69], [0.09, 1.56, -0.57], [-0.58, 0.66, -1.04], [-1.43, -1.65, -1.16], [0.69, -1.05, -1.44], [1.00, -1.56, 0.32], [0.51, 0.67, 2.43], [-0.88, 0.16, 1.38], [0.53, 2.36, -1.17]], "lowdin_charge": [-0.0034, -0.0698, -0.0292, -0.0610, -0.3729, -0.0150, 0.1169, 0.1055, 0.0595, 0.0676, 0.0564, 0.1455]}


Which is the most stable structure? one is the most stable.


## one
{"formula": "H18NO7", "method": "ωB97M-V/def2-TZVPD", "mol_weight_g_mol": 144.14, "gap_ev": 11.28, "charge": 1, "species": ["N", "H", "H", "H", "H", "O", "H", "H", "O", "H", "H", "O", "H", "H", "O", "H", "H", "O", "H", "H", "O", "H", "H", "O", "H", "H"], "xyz": [[0.68, -0.02, 0.40], [0.93, -0.26, 1.32], [0.76, 0.89, 0.53], [-0.41, -0.02, 0.34], [1.01, -0.41, -0.39], [-0.22, 2.44, -1.56], [-0.09, 2.78, -2.38], [-1.04, 1.91, -1.69], [-1.78, -0.93, 2.70], [-1.96, -1.56, 3.47], [-2.64, -0.64, 2.29], [0.04, 2.23, 2.67], [-0.94, 2.38, 2.58], [0.51, 2.78, 3.25], [1.08, -2.94, -0.98], [0.73, -3.36, -0.16], [1.67, -3.58, -1.44], [-0.30, -1.08, -2.56], [-0.55, -1.26, -3.30], [0.07, -1.96, -2.04], [-2.84, 0.91, -0.41], [-3.41, 0.87, 0.32], [-3.20, 0.77, -1.08], [3.80, 0.40, -0.55], [3.86, -0.08, -1.37], [4.22, -0.26, 0.02]], "lowdin_charge": [0.3891, 0.1265, 0.0416, 0.1782, 0.0639, -0.0229, -0.0185, 0.0389, -0.1141, 0.0916, 0.0462, -0.0436, 0.0780, 0.0100, -0.0651, 0.0853, 0.0986, -0.0019, -0.1475, 0.0908, 0.1296, 0.0498, -0.1333, -0.0399, 0.0303, 0.0385]}


## two
{"formula": "H18NO7", "method": "ωB97M-V/def2-TZVPD", "mol_weight_g_mol": 144.14, "gap_ev": 10.26, "charge": 1, "species": ["N", "H", "H", "H", "H", "O", "H", "H", "O", "H", "H", "O", "H", "H", "O", "H", "H", "O", "H", "H", "O", "H", "H", "O", "H", "H"], "xyz": [[0.06, -0.19, 0.08], [-0.83, -0.24, -0.38], [0.68, -0.82, -0.41], [-0.06, -0.28, 1.08], [0.15, 0.80, -0.11], [-0.25, 1.96, -0.62], [0.24, 2.50, 0.01], [-1.04, 2.47, -0.81], [-0.14, -0.68, -2.73], [0.42, -0.02, -2.32], [-0.38, -0.29, -3.57], [1.15, -1.66, -1.00], [2.11, -1.63, -0.98], [0.95, -2.49, -1.43], [2.05, 0.77, 1.36], [1.91, 1.17, 0.49], [2.67, 1.36, 1.79], [-0.73, 1.68, 2.35], [-0.33, 0.84, 2.59], [-1.66, 1.48, 2.26], [-1.55, -0.41, -1.16], [-2.38, -0.88, -1.25], [-0.93, -0.88, -1.72], [-0.68, -1.15, 2.01], [-0.14, -1.56, 2.70], [-1.29, -1.84, 1.76]], "lowdin_charge": [0.1005, -0.1912, -0.1472, -0.0015, -0.0477, 0.0190, 0.0832, 0.1077, 0.0392, 0.0896, 0.1230, 0.0998, 0.1332, 0.1320, -0.0229, 0.0268, 0.0624, -0.0335, 0.0045, 0.0479, 0.0950, 0.1310, -0.0496, 0.0016, 0.1001, 0.0969]}


Which is the most stable structure? one is the most stable.


## one
{"formula": "C9H11NO2", "method": "ωB97M-V/def2-TZVPD", "mol_weight_g_mol": 165.19, "gap_ev": 9.44, "smiles": "N[C@@H](Cc1ccccc1)C(=O)O", "species": ["N", "C", "C", "C", "C", "C", "C", "C", "C", "C", "O", "O", "H", "H", "H", "H", "H", "H", "H", "H", "H", "H", "H"], "xyz": [[0.08, -2.17, -1.28], [0.23, -0.81, -1.64], [-1.01, 0.22, -1.22], [-1.04, 0.52, 0.26], [0.18, 0.77, 1.04], [0.19, 0.81, 2.46], [-1.09, 0.79, 3.00], [-2.21, 0.63, 2.24], [-2.18, 0.47, 0.91], [1.74, -0.18, -1.60], [2.12, 0.87, -2.08], [2.54, -0.97, -0.91], [-0.91, -2.54, -1.04], [0.31, -2.81, -2.00], [0.03, -0.63, -2.64], [-1.98, -0.24, -1.62], [-0.84, 1.13, -1.75], [0.87, 1.18, 0.35], [1.16, 0.79, 2.89], [-1.27, 0.78, 4.09], [-3.20, 0.60, 2.59], [-3.07, 0.31, 0.35], [2.14, -1.89, -1.10]], "lowdin_charge": [0.0266, -0.2757, -0.0510, -0.2356, 0.0139, -0.0375, -0.0984, -0.1079, -0.1081, -0.4910, 0.0910, 0.0929, 0.1400, 0.0650, 0.0951, 0.1398, 0.1022, 0.0892, 0.0929, 0.1128, 0.0966, 0.1125, 0.1347]}


## two
{"formula": "C9H11NO2", "method": "ωB97M-V/def2-TZVPD", "mol_weight_g_mol": 165.19, "gap_ev": 8.68, "smiles": "NC[C@@H]1Cc2cc(O)c(O)cc21", "species": ["N", "C", "C", "C", "C", "C", "C", "O", "C", "O", "C", "C", "H", "H", "H", "H", "H", "H", "H", "H", "H", "H", "H"], "xyz": [[-0.76, -0.63, -2.83], [-1.11, 0.65, -2.24], [-1.57, 0.44, -0.77], [-1.41, 1.71, 0.13], [-0.28, 0.97, 0.87], [0.64, 1.01, 1.93], [1.48, -0.10, 2.06], [2.48, -0.05, 3.03], [1.36, -1.22, 1.24], [2.27, -2.20, 1.46], [0.37, -1.30, 0.21], [-0.40, -0.15, 0.06], [-0.61, -0.59, -3.85], [0.11, -0.92, -2.34], [-0.25, 1.38, -2.28], [-1.90, 1.10, -2.84], [-2.52, -0.13, -0.87], [-2.25, 1.88, 0.81], [-1.21, 2.69, -0.35], [0.74, 1.75, 2.68], [2.82, -0.98, 3.02], [1.78, -3.07, 1.17], [0.20, -2.23, -0.32]], "lowdin_charge": [-0.0182, -0.2894, -0.2072, -0.0705, -0.1429, 0.0650, -0.2542, 0.0460, -0.2766, 0.0195, 0.0465, -0.1712, 0.0792, 0.0627, 0.1272, 0.1070, 0.1470, 0.1022, 0.1178, 0.1103, 0.1129, 0.1715, 0.1154]}


Which is the most stable structure? two is the most stable.